1.
# C37H65BN6O5Rb

A molecular structure, C37H65BN6O5Rb (wB97M-V/def2-TZVPD, OMol25).

Kohn-Sham gap: 6.36 eV
ΔE to the lowest compared entry with this formula, charge and spin: 4.9 kJ/mol
DFT total energy: -2202.665038 Eh
strongest force on any atom: 0.582 eV Å⁻¹

ORCA input file:
```
! RIJCOSX wB97M-V def2-TZVPD def2/J DEFGRID3
* xyz -1 1
Rb 0.16 0.35 -0.07
C -1.68 -2.09 2.29
C -0.66 -2.44 3.35
O 0.63 -2.17 2.88
C 1.59 -2.02 3.91
C 2.86 -1.43 3.33
O 2.66 -0.21 2.69
C 2.53 0.91 3.55
C 0.73 2.73 3.61
O -0.54 2.13 3.39
C -0.56 0.73 3.53
C -1.88 0.20 2.98
O -1.69 -0.73 1.92
H -2.67 -2.39 2.65
H -1.47 -2.64 1.37
H -0.77 -3.51 3.60
H -0.86 -1.87 4.26
H 1.82 -2.99 4.37
H 1.18 -1.36 4.69
H 3.24 -2.12 2.57
H 3.60 -1.36 4.14
H 3.53 1.16 3.95
H 1.91 0.64 4.42
H 0.59 3.77 3.32
H 0.97 2.70 4.69
H -0.45 0.45 4.60
H 0.26 0.28 2.96
H -2.43 1.05 2.57
H -2.51 -0.26 3.76
C 3.30 -0.93 -0.83
C 2.97 -2.36 -1.24
C 2.66 -3.23 -0.03
C 1.85 -2.42 -2.25
C 1.75 -3.30 -3.34
C 0.57 -2.97 -3.97
C 0.04 -3.71 -5.17
C -1.28 -4.43 -4.88
C -0.01 -2.89 -6.46
N 0.02 -1.94 -3.27
N 0.80 -1.62 -2.21
B -1.17 -1.05 -3.73
N -2.40 -1.02 -2.78
N -2.35 -0.37 -1.59
C -3.60 -0.29 -1.15
C -4.48 -0.92 -2.04
C -3.68 -1.36 -3.08
C -4.17 -2.05 -4.33
C -5.18 -1.17 -5.06
C -4.78 -3.41 -3.99
C -3.94 0.52 0.06
C -4.82 -0.26 1.04
C -4.61 1.83 -0.35
N -0.73 0.42 -4.02
N -0.16 1.18 -3.06
C 0.01 2.39 -3.59
C -0.48 2.42 -4.91
C -0.96 1.15 -5.14
C -1.64 0.67 -6.39
C -2.81 1.60 -6.75
C -0.66 0.59 -7.56
C 0.62 3.51 -2.80
C 0.13 3.54 -1.35
C 2.15 3.44 -2.84
H 4.22 -0.89 -0.24
H 2.53 -0.49 -0.20
H 3.43 -0.28 -1.70
H 3.85 -2.78 -1.74
H 1.82 -2.82 0.53
H 3.53 -3.28 0.64
H 2.41 -4.25 -0.33
H 2.44 -4.08 -3.64
H 0.78 -4.50 -5.33
H -2.07 -3.73 -4.60
H -1.15 -5.13 -4.06
H -1.62 -4.99 -5.76
H -0.84 -2.19 -6.47
H -0.12 -3.55 -7.33
H 0.91 -2.32 -6.58
H -1.54 -1.53 -4.75
H -5.55 -1.02 -1.96
H -3.32 -2.21 -4.99
H -6.06 -0.98 -4.44
H -5.52 -1.66 -5.98
H -4.74 -0.21 -5.33
H -5.63 -3.30 -3.32
H -4.05 -4.06 -3.50
H -5.12 -3.91 -4.90
H -3.00 0.76 0.56
H -5.79 -0.50 0.58
H -5.02 0.33 1.94
H -4.35 -1.19 1.33
H -5.55 1.64 -0.87
H -3.96 2.39 -1.03
H -4.82 2.46 0.52
H -0.49 3.26 -5.58
H -2.05 -0.33 -6.21
H -2.43 2.60 -6.99
H -3.50 1.70 -5.91
H -3.36 1.22 -7.61
H -0.26 1.58 -7.78
H -1.16 0.21 -8.46
H 0.18 -0.07 -7.33
H 0.31 4.44 -3.29
H 0.59 2.75 -0.76
H -0.96 3.43 -1.30
H 0.41 4.46 -0.85
H 2.48 2.51 -2.37
H 2.60 4.27 -2.29
H 2.52 3.46 -3.87
C 2.99 3.24 2.75
C 1.90 2.14 2.76
O 1.51 1.82 1.52
H 3.87 2.84 2.25
H 3.28 3.58 3.75
H 2.62 4.09 2.17
*
```

2.
# C37H65F2N2O6

3 unconnected molecules or ions with the total composition C37H65F2N2O6 at a distorted geometry (wB97M-V/def2-TZVPD, OMol25).

Kohn-Sham gap: 8.30 eV
ΔE to the lowest compared entry with this formula, charge and spin: 631.5 kJ/mol
DFT total energy: -2208.781372 Eh
strongest force on any atom: 6.738 eV Å⁻¹

ORCA input file:
```
! RIJCOSX wB97M-V def2-TZVPD def2/J DEFGRID3
* xyz 1 1
C 3.40 -4.17 1.12
C 2.48 -3.26 1.34
C 1.49 -2.16 1.91
N 1.52 -0.80 1.25
C 0.58 -0.05 2.21
C 0.53 -1.06 0.10
C 1.12 -0.25 -1.16
C 0.61 -0.55 -2.66
C 1.44 0.40 -3.66
C 2.71 -0.41 -0.79
C 3.59 -1.59 -1.44
C 2.81 -2.89 -1.98
C 2.95 -2.94 -3.62
C 2.39 -4.40 -4.06
O 1.41 -4.88 -3.40
O 2.92 -5.16 -5.15
C 2.80 -0.12 0.84
C 2.68 1.50 0.84
C 3.02 2.24 2.24
C 2.31 3.72 2.18
C 0.83 3.68 2.90
C -0.38 3.68 1.79
C -1.41 4.93 2.01
C -2.61 4.71 0.91
C -3.81 3.80 1.50
C -4.87 3.30 0.36
C -4.97 1.69 0.23
C -6.48 1.12 0.31
C -6.57 -0.47 -0.06
C -7.61 -1.28 0.90
N 4.13 -0.51 1.31
C 4.37 -0.87 2.69
O 4.19 -0.24 3.76
F 4.99 -2.18 2.89
C 5.29 0.22 0.83
O 6.22 0.44 1.68
F 5.54 0.72 -0.48
H 3.99 -5.05 0.66
H 1.69 -1.98 3.05
H 0.43 -2.65 1.89
H -0.33 -0.71 2.52
H 0.12 0.89 1.73
H 1.12 0.17 3.21
H -0.56 -0.69 0.28
H 0.36 -2.14 -0.23
H 0.64 0.80 -1.00
H -0.50 -0.18 -2.71
H 0.57 -1.66 -2.96
H 1.05 0.33 -4.74
H 1.49 1.50 -3.27
H 2.53 0.02 -3.67
H 3.11 0.51 -1.40
H 4.15 -1.16 -2.37
H 4.45 -1.99 -0.77
H 3.38 -3.85 -1.63
H 1.70 -2.97 -1.70
H 4.04 -2.83 -3.97
H 2.28 -2.17 -4.15
H 2.18 -5.79 -5.40
H 3.38 2.02 0.06
H 1.62 1.88 0.55
H 2.60 1.74 3.18
H 4.17 2.38 2.29
H 2.98 4.41 2.84
H 2.27 4.09 1.10
H 0.70 2.68 3.49
H 0.71 4.56 3.63
H -1.03 2.73 1.90
H 0.09 3.68 0.73
H -1.90 4.77 3.04
H -0.89 5.95 1.90
H -2.99 5.72 0.51
H -2.13 4.13 0.04
H -4.39 4.42 2.27
H -3.36 2.89 2.06
H -4.70 3.83 -0.66
H -5.91 3.66 0.73
H -4.55 1.41 -0.81
H -4.33 1.20 1.07
H -6.96 1.24 1.36
H -7.17 1.67 -0.44
H -6.96 -0.61 -1.14
H -5.51 -0.92 0.01
H -8.52 -1.69 0.31
H -7.12 -2.19 1.41
H -8.05 -0.61 1.74
C -0.16 3.40 7.71
C -1.27 4.42 7.84
C -1.37 4.97 6.43
O -0.99 3.90 5.55
C -0.41 2.84 6.33
H -0.18 2.64 8.49
H 0.81 3.91 7.75
H -2.21 3.92 8.11
H -1.08 5.20 8.58
H -0.67 5.80 6.28
H -2.37 5.31 6.18
H -1.13 2.02 6.35
H 0.51 2.49 5.85
C -0.35 -6.91 -8.91
C 0.20 -5.52 -9.11
C 0.18 -4.96 -7.71
O 0.38 -6.07 -6.82
C 0.24 -7.29 -7.56
H -0.08 -7.61 -9.70
H -1.44 -6.87 -8.84
H 1.23 -5.58 -9.48
H -0.38 -4.92 -9.82
H -0.79 -4.51 -7.47
H 0.96 -4.21 -7.54
H 1.24 -7.73 -7.68
H -0.39 -7.99 -7.01
*
```

3.
# C37H65N5O15

10 unconnected molecules or ions with the total composition C37H65N5O15 at a distorted geometry (wB97M-V/def2-TZVPD, OMol25).

Kohn-Sham gap: 10.17 eV
SMILES: C[C@H]1COC(=O)O1.C[C@H]1COC(=O)O1.COC(=O)OC.COC(=O)OC.COC(=O)OC.CCCC#N.CCCC#N.CCCC#N.CCCC#N.CCCC#N
DFT total energy: -2850.922344 Eh
strongest force on any atom: 8.638 eV Å⁻¹

ORCA input file:
```
! RIJCOSX wB97M-V def2-TZVPD def2/J DEFGRID3
* xyz 0 1
C 9.09 1.55 0.56
C 8.60 1.54 -0.93
C 8.54 0.12 -1.49
O 7.38 0.15 -2.36
C 6.63 1.17 -1.92
O 5.49 1.38 -2.40
O 7.27 1.91 -0.95
H 10.07 1.13 0.85
H 8.28 1.15 1.16
H 9.15 2.60 0.89
H 9.14 2.21 -1.54
H 8.40 -0.50 -0.68
H 9.51 -0.13 -1.96
C 2.33 -3.87 -1.94
C 2.71 -2.56 -2.62
C 4.24 -2.19 -2.47
O 4.64 -2.20 -3.83
C 3.65 -2.51 -4.63
O 3.88 -2.66 -5.82
O 2.51 -2.77 -4.03
H 2.41 -3.81 -0.84
H 2.93 -4.67 -2.40
H 1.31 -4.09 -2.22
H 2.12 -1.71 -2.27
H 4.88 -2.98 -2.03
H 4.49 -1.30 -1.98
C -4.09 -4.67 -0.63
O -2.63 -4.72 -0.76
C -1.88 -3.96 0.01
O -2.40 -3.35 1.17
O -0.59 -3.98 -0.26
C 0.24 -3.01 0.34
H -4.25 -5.06 0.44
H -4.36 -5.41 -1.35
H -4.57 -3.71 -0.84
H 1.18 -3.38 0.81
H -0.15 -2.40 1.25
H 0.28 -2.29 -0.48
C -1.45 1.12 -0.49
O -0.76 1.57 -1.59
C 0.41 1.08 -1.78
O 0.85 -0.04 -1.06
O 1.06 1.52 -2.93
C 2.28 0.86 -3.38
H -0.97 1.39 0.49
H -1.47 0.05 -0.54
H -2.41 1.53 -0.40
H 1.84 0.06 -3.96
H 2.78 0.50 -2.46
H 2.93 1.50 -3.92
C -7.05 -1.67 0.16
O -6.82 -1.08 -1.03
C -5.59 -0.64 -1.36
O -4.47 -0.74 -0.55
O -5.46 -0.09 -2.53
C -4.19 0.34 -2.91
H -8.06 -2.18 0.28
H -6.86 -1.14 1.06
H -6.22 -2.41 0.28
H -4.34 0.84 -3.82
H -3.47 -0.42 -3.12
H -3.83 1.08 -2.24
C -1.45 -0.36 2.53
C -0.32 -0.66 3.45
C 0.68 0.45 3.40
C 1.68 0.30 4.48
N 2.49 0.18 5.31
H -1.85 0.63 2.60
H -2.23 -0.91 2.61
H -1.15 -0.54 1.47
H 0.00 -1.63 3.15
H -0.72 -0.68 4.45
H 0.19 1.39 3.56
H 1.41 0.53 2.55
C 4.38 1.75 1.86
C 3.66 1.78 0.54
C 3.28 3.08 -0.08
C 2.00 3.55 0.50
N 0.98 3.85 0.93
H 4.83 0.78 2.06
H 3.58 1.91 2.62
H 5.09 2.56 2.01
H 2.70 1.26 0.56
H 4.23 1.24 -0.15
H 3.13 2.97 -1.17
H 4.12 3.83 -0.09
C -1.03 -1.57 -4.29
C -1.97 -2.73 -4.23
C -1.28 -4.17 -4.11
C -2.16 -5.29 -3.66
N -2.86 -6.14 -3.32
H -0.28 -1.75 -5.11
H -0.41 -1.32 -3.34
H -1.66 -0.69 -4.40
H -2.46 -2.84 -5.18
H -2.69 -2.45 -3.46
H -0.37 -4.23 -3.49
H -0.84 -4.48 -5.01
C -4.73 1.21 2.24
C -5.84 2.25 2.56
C -6.89 1.73 3.58
C -7.82 2.77 3.96
N -8.60 3.57 4.23
H -4.28 0.80 3.25
H -4.02 1.90 1.70
H -5.07 0.42 1.57
H -6.43 2.47 1.60
H -5.34 3.19 2.81
H -6.51 1.32 4.50
H -7.52 1.04 3.05
C -1.80 3.50 3.03
C -0.97 4.43 3.95
C -1.50 4.98 5.21
C -0.39 5.64 5.98
N 0.48 6.20 6.54
H -1.10 3.16 2.25
H -2.66 3.99 2.52
H -2.36 2.76 3.63
H -0.39 5.30 3.34
H -0.17 3.79 4.21
H -1.84 4.18 5.74
H -2.16 5.78 4.98
*
```

4.
# C37H67Br2F9NO11P2

7 unconnected molecules or ions with the total composition C37H67Br2F9NO11P2 at a distorted geometry (wB97M-V/def2-TZVPD, OMol25).

Kohn-Sham gap: 7.12 eV
ΔE to the lowest compared entry with this formula, charge and spin: 1292.2 kJ/mol
DFT total energy: -9061.468233 Eh
strongest force on any atom: 8.759 eV Å⁻¹

ORCA input file:
```
! RIJCOSX wB97M-V def2-TZVPD def2/J DEFGRID3
* xyz -1 1
C -1.77 -5.82 -5.16
O -2.83 -4.88 -5.66
C -2.70 -3.61 -4.92
C -4.08 -2.70 -5.05
C -4.84 -2.47 -3.60
C -4.68 -0.93 -3.03
C -3.13 -0.37 -3.05
C -2.13 -1.13 -1.98
C -1.03 -0.08 -1.31
P -0.30 0.73 -2.93
N -0.90 2.26 -3.08
O 0.16 -0.87 -0.87
P 0.64 -0.48 0.80
C 1.97 0.66 0.05
C 1.56 2.24 -0.09
O 1.40 2.95 1.21
C 1.42 -0.29 2.57
C 2.81 -1.15 2.76
C 3.76 -0.61 4.03
F 3.57 0.84 4.31
F 3.19 -1.32 5.23
C 5.32 -1.09 3.91
F 5.79 -1.33 5.33
F 5.41 -2.43 3.25
C 6.35 0.02 3.29
F 6.46 1.29 4.06
F 7.72 -0.61 3.35
C 6.11 0.39 1.71
F 5.18 1.57 1.59
F 7.44 0.89 1.20
F 5.75 -0.75 0.84
C -0.33 -1.95 1.57
C -1.81 -1.58 2.16
O -2.87 -2.15 1.53
Br -2.23 -0.43 3.74
O -0.63 0.70 1.00
C -1.57 0.92 -0.12
Br -3.57 0.91 0.31
H -0.86 -5.21 -4.75
H -2.18 -6.49 -4.26
H -1.36 -6.51 -6.03
H -2.62 -3.89 -3.76
H -1.76 -3.02 -5.29
H -4.81 -3.30 -5.76
H -3.85 -1.66 -5.56
H -5.99 -2.63 -3.80
H -4.52 -3.26 -2.80
H -5.33 -0.20 -3.67
H -5.06 -0.89 -1.90
H -2.72 -0.41 -4.17
H -3.20 0.78 -2.72
H -1.47 -1.90 -2.61
H -2.71 -1.71 -1.13
H -0.56 -0.08 -4.10
H 1.14 0.89 -2.84
H -0.08 2.94 -3.05
H 1.64 -1.52 0.54
H 3.01 0.62 0.61
H 2.20 0.24 -1.04
H 2.49 2.77 -0.61
H 0.65 2.45 -0.82
H 0.62 3.59 1.06
H 0.68 -0.68 3.42
H 1.53 0.86 2.76
H 2.48 -2.25 3.09
H 3.42 -1.29 1.77
H -0.48 -2.73 0.68
H 0.30 -2.56 2.38
H -1.46 2.06 -0.48
C 7.03 4.05 7.98
C 6.29 4.76 6.88
O 6.01 5.95 6.96
C 5.89 3.94 5.68
H 7.25 4.76 8.79
H 6.41 3.25 8.39
H 7.97 3.66 7.60
H 5.23 3.13 5.98
H 6.79 3.54 5.19
H 5.37 4.58 4.96
C 2.48 -8.45 -4.07
C 1.24 -7.74 -3.59
O 0.42 -7.29 -4.39
C 1.05 -7.60 -2.11
H 2.49 -8.48 -5.16
H 3.37 -7.92 -3.73
H 2.48 -9.48 -3.70
H 1.88 -7.03 -1.68
H 0.99 -8.59 -1.65
H 0.12 -7.06 -1.91
C -7.36 1.34 -0.13
C -7.81 1.26 -1.57
O -7.24 0.53 -2.38
C -8.98 2.11 -1.98
H -6.51 0.67 0.02
H -7.05 2.36 0.10
H -8.17 1.02 0.52
H -8.74 3.17 -1.83
H -9.86 1.83 -1.41
H -9.19 1.95 -3.04
C -6.06 6.47 1.36
C -5.70 5.13 0.77
O -6.32 4.67 -0.18
C -4.56 4.38 1.40
H -6.90 6.90 0.81
H -6.35 6.35 2.41
H -5.21 7.15 1.28
H -4.78 4.17 2.44
H -3.64 4.97 1.32
H -4.41 3.44 0.87
C 10.92 0.68 8.10
C 10.18 1.38 6.99
O 9.91 2.58 7.07
C 9.79 0.57 5.79
H 11.14 1.39 8.90
H 10.31 -0.13 8.50
H 11.87 0.28 7.71
H 9.12 -0.24 6.09
H 10.68 0.17 5.30
H 9.26 1.21 5.07
C -7.12 1.39 -7.21
C -5.67 1.30 -6.78
O -5.25 0.32 -6.17
C -4.78 2.46 -7.13
H -7.64 0.49 -6.89
H -7.59 2.26 -6.74
H -7.18 1.46 -8.29
H -5.15 3.37 -6.66
H -4.73 2.58 -8.22
H -3.77 2.26 -6.76
*
```